Here is 2 unconnected molecules or ions with the total composition C2HN4S from OMol25. Energies are from the ωB97M-V functional and the def2-TZVPD basis.

Kohn-Sham gap, eV: 6.97
Energy, eV: -18882.717
2S+1: 1
Lowest unoccupied orbital energy, eV: 2.6
E_HOMO, eV: -4.3
Net charge: -1

Atoms and positions in Å:
C  0.34  2.30  0.30
C  2.22  0.07  -0.65
N  0.50  2.38  1.70
N  -0.04  3.42  -0.17
N  0.03  3.61  1.93
N  -0.37  4.20  0.83
S  1.53  -1.30  -0.57
H  0.29  1.34  0.05

Charge distribution, natural (NBO) scheme, values in e:
1. C 0.0192
2. C -0.1099
3. N -0.4008
4. N -0.3810
5. N -0.1812
6. N -0.1943
7. S 0.0882
8. H 0.1598

***

Here is 10 unconnected molecules or ions with the total composition C24H63F3O15S10 from OMol25. Energies are from the ωB97M-V functional and the def2-TZVPD basis.

Kohn-Sham gap, eV: 8.52
Energy, eV: -173118.174
2S+1: 1
Lowest unoccupied orbital energy, eV: 0.5
E_HOMO, eV: -8.0
Net charge: 0

Atoms and positions in Å:
O  -0.03  2.95  2.41
C  0.48  3.57  1.49
O  -0.09  4.09  0.44
C  -0.20  3.19  -0.72
C  1.09  3.00  -1.48
C  1.25  1.58  -1.99
C  1.42  0.62  -0.85
O  2.33  -0.39  -1.24
O  1.89  3.80  1.57
S  2.44  5.23  1.21
O  1.95  5.77  0.00
O  3.84  5.18  1.39
C  1.83  6.35  2.54
F  2.00  5.85  3.76
F  0.59  6.71  2.35
F  2.59  7.42  2.43
H  -0.63  2.25  -0.41
H  -0.90  3.64  -1.39
H  1.92  3.18  -0.84
H  1.12  3.70  -2.28
H  2.18  1.58  -2.53
H  0.43  1.31  -2.62
H  1.83  1.15  -0.01
H  0.47  0.21  -0.57
H  2.33  -1.06  -0.57
C  5.83  -2.45  -3.93
S  4.83  -1.33  -2.94
O  4.61  -0.11  -3.76
C  6.11  -0.94  -1.75
H  5.23  -2.79  -4.77
H  6.72  -1.93  -4.30
H  6.12  -3.31  -3.32
H  6.98  -0.52  -2.26
H  6.39  -1.84  -1.21
H  5.70  -0.20  -1.06
C  -3.24  0.78  2.58
S  -2.68  -0.19  1.19
O  -1.69  0.64  0.45
C  -4.22  -0.11  0.27
H  -2.41  0.89  3.26
H  -3.56  1.76  2.22
H  -4.05  0.26  3.08
H  -4.47  0.93  0.08
H  -5.00  -0.61  0.83
H  -4.07  -0.63  -0.68
C  -8.29  -2.23  -0.53
S  -7.40  -2.62  0.98
O  -5.97  -2.77  0.61
C  -8.07  -4.28  1.17
H  -7.98  -1.24  -0.85
H  -8.04  -2.96  -1.30
H  -9.36  -2.23  -0.33
H  -7.83  -4.87  0.28
H  -9.14  -4.22  1.32
H  -7.60  -4.73  2.04
C  2.17  -4.02  -4.41
S  0.97  -3.90  -3.07
O  1.68  -3.34  -1.90
C  0.83  -5.67  -2.80
H  2.43  -3.00  -4.70
H  3.05  -4.54  -4.06
H  1.72  -4.54  -5.25
H  1.81  -6.10  -2.56
H  0.41  -6.14  -3.69
H  0.15  -5.82  -1.96
C  -1.09  -0.78  -5.84
S  -1.73  0.83  -5.37
O  -1.63  0.94  -3.90
C  -3.45  0.46  -5.75
H  -0.02  -0.79  -5.64
H  -1.58  -1.56  -5.25
H  -1.26  -0.94  -6.91
H  -3.78  -0.40  -5.16
H  -3.55  0.25  -6.81
H  -4.04  1.33  -5.49
C  1.11  3.91  6.45
S  2.60  3.24  7.20
O  2.19  2.43  8.37
C  3.20  4.81  7.83
H  0.55  3.09  6.02
H  0.51  4.41  7.21
H  1.39  4.61  5.67
H  2.46  5.25  8.50
H  3.40  5.48  6.99
H  4.12  4.62  8.37
C  -2.99  0.53  8.69
S  -1.53  0.99  7.76
O  -1.50  0.12  6.55
C  -0.34  0.33  8.92
H  -3.86  0.83  8.11
H  -3.00  -0.55  8.85
H  -2.99  1.06  9.65
H  -0.53  -0.74  9.07
H  -0.43  0.87  9.87
H  0.65  0.48  8.51
C  4.31  -9.84  -2.01
S  3.29  -8.75  -1.01
O  3.01  -7.55  -1.83
C  4.58  -8.29  0.16
H  3.70  -10.21  -2.83
H  5.17  -9.28  -2.40
H  4.65  -10.68  -1.40
H  5.41  -7.84  -0.38
H  4.91  -9.18  0.70
H  4.16  -7.57  0.85
C  -2.53  4.43  -4.34
S  -0.82  4.84  -4.67
O  -0.18  5.10  -3.36
C  -1.14  6.44  -5.43
H  -2.54  3.47  -3.83
H  -2.98  5.19  -3.71
H  -3.07  4.35  -5.29
H  -1.68  7.08  -4.73
H  -1.72  6.30  -6.34
H  -0.18  6.89  -5.67

Results of the Mulliken charge analysis, in e, for atoms 1 through 8:
1. O -0.5305
2. C 0.6125
3. O -0.3777
4. C 0.2409
5. C -0.2287
6. C -0.6265
7. C -0.3923
8. O -0.2965

***

Here is C26H24BrN3O2 in the gas phase from OMol25. Energies are from the ωB97M-V functional and the def2-TZVPD basis.

Kohn-Sham gap, eV: 9.12
Energy, eV: -105959.837
SMILES: Cc1cc(C)n(Cc2ccc(NC(=O)c3ccc(COc4ccccc4Br)cc3)cc2)n1
2S+1: 1
Lowest unoccupied orbital energy, eV: 0.5
E_HOMO, eV: -8.6
Net charge: 0

Atoms and positions in Å:
C  -4.19  -5.75  4.27
C  -3.81  -4.99  3.05
N  -2.62  -4.42  2.93
N  -2.60  -3.84  1.73
C  -3.77  -4.00  1.07
C  -4.58  -4.74  1.90
H  -5.58  -5.07  1.71
C  -4.01  -3.43  -0.28
H  -3.30  -3.84  -1.00
H  -3.90  -2.35  -0.27
H  -5.02  -3.68  -0.60
C  -1.45  -3.09  1.31
C  -1.71  -1.60  1.31
C  -2.36  -1.02  2.39
C  -2.61  0.34  2.41
C  -2.21  1.14  1.35
C  -1.60  0.56  0.25
C  -1.35  -0.80  0.24
H  -0.87  -1.24  -0.63
H  -1.32  1.16  -0.61
N  -2.49  2.51  1.40
C  -1.80  3.56  0.87
O  -2.28  4.68  0.86
C  -0.42  3.28  0.38
C  -0.01  3.79  -0.85
C  1.28  3.58  -1.30
C  2.19  2.88  -0.52
C  1.79  2.40  0.72
C  0.50  2.60  1.17
H  0.20  2.22  2.14
H  2.50  1.87  1.34
C  3.59  2.68  -1.01
O  3.53  2.32  -2.38
C  4.68  2.16  -3.07
C  5.97  2.27  -2.57
C  7.06  2.07  -3.40
C  6.89  1.77  -4.73
C  5.62  1.65  -5.26
C  4.53  1.84  -4.43
Br  2.76  1.70  -5.10
H  5.46  1.41  -6.30
H  7.75  1.62  -5.37
H  8.06  2.17  -2.99
H  6.13  2.50  -1.53
H  4.09  1.88  -0.43
H  4.17  3.61  -0.89
H  1.58  3.96  -2.27
H  -0.72  4.34  -1.45
H  -3.33  2.78  1.89
H  -3.11  0.78  3.26
H  -2.66  -1.64  3.23
H  -0.65  -3.33  2.02
H  -1.14  -3.42  0.31
H  -3.37  -5.73  4.98
H  -4.42  -6.78  4.01
H  -5.08  -5.31  4.73

Results of the natural (NBO) charge analysis, in e, for atoms 1 through 8:
1. C -0.6356
2. C 0.1387
3. N -0.2945
4. N -0.1742
5. C 0.1717
6. C -0.3458
7. H 0.2204
8. C -0.6498

***

Here is a molecular structure, C27H27N10O2Y from OMol25. Energies are from the ωB97M-V functional and the def2-TZVPD basis.

Kohn-Sham gap, eV: 6.20
Energy, eV: -48479.105
2S+1: 1
Lowest unoccupied orbital energy, eV: -1.0
E_HOMO, eV: -7.2
Net charge: 0

Atoms and positions in Å:
Y  0.20  0.09  0.21
C  -0.47  -0.44  -4.50
C  0.80  -0.45  -5.08
C  1.88  -0.19  -4.28
C  1.70  0.04  -2.89
N  0.47  0.05  -2.33
C  -0.56  -0.18  -3.15
N  2.87  0.26  -2.25
C  3.18  0.32  -1.00
N  2.42  0.16  0.13
C  3.25  0.27  1.22
N  3.03  0.20  2.49
C  1.89  -0.06  3.18
C  2.07  -0.08  4.58
C  1.02  -0.37  5.40
C  -0.21  -0.67  4.82
C  -0.32  -0.63  3.44
N  0.69  -0.31  2.62
C  4.63  0.49  0.76
C  5.82  0.62  1.45
C  6.98  0.75  0.70
C  6.94  0.74  -0.69
C  5.74  0.62  -1.38
C  4.59  0.51  -0.63
H  -1.35  -0.64  -5.08
H  0.93  -0.66  -6.13
H  2.88  -0.16  -4.65
H  -1.54  -0.15  -2.69
H  3.06  0.13  4.96
H  1.14  -0.39  6.47
H  -1.07  -0.93  5.42
H  -1.25  -0.91  2.96
H  5.83  0.59  2.53
H  7.93  0.85  1.20
H  7.87  0.83  -1.24
H  5.71  0.60  -2.46
C  -3.17  -1.05  -0.34
N  -4.62  -1.02  -0.47
C  -4.98  0.03  -1.41
N  -4.52  1.34  -0.97
C  -3.08  1.31  -0.83
N  -2.63  0.25  0.11
C  -3.28  0.56  1.40
N  -4.73  0.60  1.31
C  -5.20  -0.69  0.83
C  -5.11  1.61  0.34
H  -2.75  -1.31  -1.32
H  -2.89  -1.82  0.38
H  -6.06  0.05  -1.53
H  -4.52  -0.19  -2.38
H  -2.73  2.27  -0.46
H  -2.65  1.15  -1.82
H  -2.92  1.54  1.75
H  -3.01  -0.20  2.13
H  -6.29  -0.66  0.73
H  -4.93  -1.47  1.55
H  -4.78  2.60  0.68
H  -6.20  1.62  0.24
O  0.11  4.53  0.05
C  -0.03  3.37  0.18
N  -0.21  2.21  0.32
C  0.66  -3.02  -1.13
C  0.01  -2.11  -0.07
O  -0.62  -2.67  0.83
H  0.64  -4.07  -0.81
H  1.68  -2.71  -1.33
H  0.10  -2.93  -2.06

Results of the natural (NBO) charge analysis, in e, for atoms 1 through 8:
1. Y 2.0830
2. C -0.2655
3. C -0.1521
4. C -0.2224
5. C 0.3877
6. N -0.5610
7. C 0.0529
8. N -0.5404

***

Here is a molecular structure, C21H14BCl5N7O2Ru from OMol25. Energies are from the ωB97M-V functional and the def2-TZVPD basis.

⟨S²⟩: 8.757
Kohn-Sham gap (spin up / spin down), eV: 8.56 / 7.24
Energy, eV: -102400.733
2S+1: 6
Lowest unoccupied orbital energy (spin up / spin down), eV: 0.1 / -1.8
E_HOMO (spin up / spin down), eV: -8.5 / -9.1
Net charge: 0

Atoms and positions in Å:
Ru  0.48  0.62  0.18
C  -0.74  -3.75  -0.28
C  -0.29  -2.70  0.52
N  -0.52  -1.53  -0.08
N  -1.09  -1.80  -1.27
C  -1.24  -3.13  -1.41
B  -1.50  -0.71  -2.29
N  -0.25  0.03  -2.84
C  0.29  -0.02  -4.07
C  1.40  0.81  -4.10
C  1.48  1.33  -2.81
N  0.47  0.86  -2.07
N  -2.36  0.32  -1.56
C  -3.60  0.74  -1.86
C  -3.95  1.72  -0.95
C  -2.83  1.83  -0.12
N  -1.88  0.98  -0.50
H  -0.72  -4.80  -0.06
H  0.20  -2.74  1.48
H  -1.68  -3.55  -2.30
H  -2.10  -1.22  -3.19
H  -0.15  -0.61  -4.85
H  2.05  1.01  -4.93
H  2.18  2.03  -2.38
H  -4.15  0.31  -2.68
H  -4.87  2.27  -0.90
H  -2.68  2.50  0.71
O  -0.68  4.38  1.80
C  -0.34  3.23  1.58
O  0.41  2.78  0.65
C  -0.88  2.15  2.54
C  -1.52  2.51  3.72
C  -2.00  1.51  4.54
C  -1.86  0.19  4.15
C  -1.22  -0.08  2.95
N  -0.73  0.88  2.17
H  -1.63  3.57  3.94
H  -2.48  1.76  5.48
H  -2.24  -0.62  4.75
H  -1.11  -1.10  2.58
Cl  2.56  1.12  2.21
C  3.25  -0.08  1.16
C  2.43  -0.53  0.14
C  2.99  -1.46  -0.72
Cl  2.08  -2.03  -2.08
C  4.29  -1.94  -0.56
Cl  4.94  -3.11  -1.64
C  5.07  -1.47  0.50
Cl  6.68  -2.04  0.70
C  4.55  -0.52  1.37
Cl  5.50  0.10  2.66

Results of the natural (NBO) charge analysis, in e, for atoms 1 through 8:
1. Ru 1.6663
2. C -0.3371
3. C -0.0340
4. N -0.3555
5. N -0.3088
6. C 0.0025
7. B 0.5454
8. N -0.3047

***

Here is 3 unconnected molecules or ions with the total composition C31H47N5O6 from OMol25. Energies are from the ωB97M-V functional and the def2-TZVPD basis.

⟨S²⟩: 2.008
Kohn-Sham gap (spin up / spin down), eV: 6.81 / 7.76
Energy, eV: -52638.180
2S+1: 3
Lowest unoccupied orbital energy (spin up / spin down), eV: -1.3 / -1.3
E_HOMO (spin up / spin down), eV: -8.1 / -9.0
Net charge: 0

Atoms and positions in Å:
N  7.26  2.12  2.09
C  6.47  3.07  1.89
C  6.17  3.73  0.56
C  5.04  3.04  -0.15
C  5.15  1.87  -0.78
C  3.99  1.26  -1.49
O  4.16  0.51  -2.43
C  2.65  1.62  -0.97
C  1.54  0.78  -1.11
N  1.58  -0.43  -1.80
C  0.32  1.20  -0.57
C  0.18  2.40  0.10
C  -1.14  2.86  0.66
O  -1.73  1.92  1.56
N  -2.35  0.79  0.92
O  -3.18  1.10  0.18
C  1.29  3.24  0.22
C  2.51  2.84  -0.31
C  3.70  3.72  -0.15
O  3.61  4.93  -0.03
H  7.73  1.84  1.23
H  5.92  3.47  2.74
H  7.07  3.70  -0.07
H  5.90  4.78  0.71
H  6.09  1.33  -0.82
H  2.51  -0.83  -1.86
H  1.00  -1.11  -1.30
H  -0.53  0.54  -0.69
H  -1.84  3.13  -0.14
H  -0.97  3.76  1.25
H  1.22  4.19  0.73
C  -2.04  -3.68  5.37
C  -0.54  -3.33  5.19
C  0.16  -3.15  6.55
C  -0.15  -1.83  7.24
C  0.11  -0.65  6.30
C  -0.66  -0.77  4.99
N  -0.36  -2.10  4.36
O  0.75  -2.09  3.72
C  -2.16  -0.58  5.26
C  -0.25  0.32  4.02
C  0.11  -4.51  4.47
H  -2.69  -2.96  4.87
H  -2.26  -4.64  4.92
H  -2.33  -3.72  6.42
H  1.24  -3.21  6.39
H  -0.12  -3.99  7.19
H  -1.18  -1.81  7.60
H  0.48  -1.73  8.13
H  -0.16  0.29  6.78
H  1.18  -0.60  6.08
H  -2.74  -0.74  4.34
H  -2.33  0.45  5.58
H  -2.56  -1.23  6.03
H  0.83  0.33  3.86
H  -0.54  1.29  4.42
H  -0.73  0.19  3.06
H  -0.29  -4.62  3.46
H  -0.10  -5.42  5.03
H  1.19  -4.40  4.40
C  -0.85  -2.00  -5.26
C  -0.87  -0.45  -5.29
C  -1.24  0.13  -3.92
C  -2.72  0.03  -3.56
C  -3.58  0.62  -4.68
C  -3.30  -0.04  -6.03
N  -1.83  0.05  -6.33
O  -1.50  1.20  -6.78
C  -3.81  -1.49  -6.02
C  -4.05  0.69  -7.14
C  0.53  0.01  -5.64
H  -1.53  -2.44  -5.98
H  0.15  -2.37  -5.52
H  -1.10  -2.40  -4.27
H  -0.95  1.18  -3.90
H  -0.63  -0.37  -3.16
H  -3.01  -1.01  -3.36
H  -2.90  0.58  -2.63
H  -4.64  0.50  -4.45
H  -3.39  1.69  -4.76
H  -3.55  -1.99  -6.95
H  -4.90  -1.47  -5.94
H  -3.43  -2.08  -5.19
H  -3.83  1.75  -7.15
H  -5.12  0.56  -6.98
H  -3.80  0.28  -8.12
H  0.81  -0.30  -6.65
H  1.23  -0.43  -4.93
H  0.63  1.10  -5.58

Results of the Mulliken charge analysis, in e, for atoms 1 through 8:
1. N -0.6350
2. C 0.0050
3. C -1.2480
4. C 0.7291
5. C -0.5097
6. C -0.1293
7. O -0.6127
8. C 0.1983

***

Here is a molecular structure, C21H24N2O6S from OMol25. Energies are from the ωB97M-V functional and the def2-TZVPD basis.

Kohn-Sham gap, eV: 8.16
Energy, eV: -48247.799
2S+1: 1
Lowest unoccupied orbital energy, eV: -0.5
E_HOMO, eV: -8.7
Net charge: 0

Atoms and positions in Å:
C  -0.84  0.03  1.96
C  -0.61  -1.22  1.45
C  -1.33  -1.78  0.28
N  -2.23  -1.03  -0.56
C  -3.51  -0.73  -0.24
C  -4.01  -0.87  1.28
C  -5.30  -0.49  1.82
C  -6.08  0.33  0.67
C  -5.70  0.56  -0.60
C  -4.37  0.07  -0.96
H  -4.18  0.48  -1.95
H  -6.41  1.15  -1.30
H  -7.01  0.46  1.02
H  -5.49  -0.47  2.71
H  -3.33  -1.31  1.80
S  -1.51  -0.32  -1.67
O  -2.28  -0.16  -2.84
O  -0.34  -1.18  -1.99
C  -0.73  1.36  -1.18
C  0.45  1.36  -0.60
C  0.93  2.48  -0.26
C  0.02  3.67  0.17
C  -1.19  3.62  -0.34
C  -1.74  2.40  -0.80
H  -2.70  2.45  -1.55
H  -1.75  4.38  -0.28
H  0.54  4.29  0.46
C  2.45  2.71  0.22
O  2.76  3.13  1.30
O  3.19  1.77  -0.52
C  4.52  1.65  -0.30
H  5.13  2.03  -1.08
H  4.76  1.94  0.78
C  4.73  -0.10  -0.36
O  5.52  -0.60  0.38
N  4.07  -0.37  -1.26
H  3.34  -0.01  -1.93
C  3.86  -1.98  -1.09
C  2.47  -2.37  -0.77
O  2.10  -1.70  0.56
C  3.07  -2.42  1.70
H  2.43  -1.83  2.68
H  2.81  -3.48  1.62
H  3.99  -2.21  1.49
H  1.59  -1.99  -1.52
H  2.60  -3.57  -0.74
H  4.76  -2.55  -0.73
H  4.07  -2.49  -2.35
H  1.12  0.52  -0.92
H  -2.25  -2.61  0.73
H  -0.71  -2.26  -0.40
H  -0.04  -1.84  1.89
H  -0.13  0.47  2.60
H  -1.52  0.64  1.52

Results of the natural (NBO) charge analysis, in e, for atoms 1 through 8:
1. C -0.3956
2. C -0.1429
3. C -0.2342
4. N -0.7376
5. C 0.1371
6. C -0.1587
7. C -0.1631
8. C -0.1707

***

Here is C9H11NO2 in the gas phase from OMol25. Energies are from the ωB97M-V functional and the def2-TZVPD basis.

Kohn-Sham gap, eV: 8.69
Energy, eV: -15096.618
SMILES: Oc1cc2c(cc1O)CNCC2
2S+1: 1
Lowest unoccupied orbital energy, eV: 0.6
E_HOMO, eV: -8.1
Net charge: 0

Atoms and positions in Å:
C  2.28  -0.74  -0.04
C  1.07  -1.42  -0.06
C  -0.16  -0.73  -0.05
C  -1.46  -1.49  -0.08
C  -2.63  -0.60  0.33
C  -1.45  1.45  0.05
C  -0.16  0.67  -0.01
C  1.06  1.34  0.01
C  2.26  0.66  -0.01
H  4.17  -0.77  0.00
H  1.09  -2.51  -0.10
H  -1.41  -2.36  0.57
H  -1.64  -1.88  -1.09
H  -2.62  -0.41  1.41
H  -3.58  -1.12  0.13
H  -2.61  0.56  -1.34
H  -1.38  2.34  -0.61
H  -1.61  1.83  1.07
H  1.08  2.44  0.07
H  3.39  2.21  0.08
N  -2.63  0.69  -0.33
O  3.45  -1.42  -0.03
O  3.49  1.26  0.01

Results of the natural (NBO) charge analysis, in e, for atoms 1 through 8:
1. C 0.3167
2. C -0.2612
3. C -0.0202
4. C -0.4434
5. C -0.2185
6. C -0.2388
7. C -0.0624
8. C -0.2582

***

Here is 2 unconnected molecules or ions with the total composition CH2BrP from OMol25. Energies are from the ωB97M-V functional and the def2-TZVPD basis.

Kohn-Sham gap (spin up / spin down), eV: 6.22 / 8.51
Energy, eV: -80396.119
2S+1: 1
Lowest unoccupied orbital energy (spin up / spin down), eV: -2.8 / -1.5
E_HOMO (spin up / spin down), eV: -9.1 / -10.0
Net charge: 0

Atoms and positions in Å:
C  0.19  -0.54  -0.03
P  0.56  1.04  -0.18
Br  -2.73  -0.11  -0.06
H  0.15  -1.56  -0.37
H  1.82  1.18  0.64

Charge distribution, natural (NBO) scheme, values in e:
1. C -0.5193
2. P 0.5219
3. Br -0.2130
4. H 0.2233
5. H -0.0128

***

Here is a molecular structure, H3S3 from OMol25. Energies are from the ωB97M-V functional and the def2-TZVPD basis.

Kohn-Sham gap, eV: 6.75
Energy, eV: -32555.555
2S+1: 1
Lowest unoccupied orbital energy, eV: 3.3
E_HOMO, eV: -3.4
Net charge: -1

Atoms and positions in Å:
S  1.69  -0.97  0.53
H  2.00  -2.22  0.16
S  -1.97  1.46  0.40
S  0.39  -0.45  -0.98
H  -1.28  2.57  0.62
H  -0.58  0.43  -0.23

Charge distribution, natural (NBO) scheme, values in e:
1. S -0.2083
2. H 0.1010
3. S -0.7978
4. S -0.3835
5. H 0.0978
6. H 0.1908